Formula: C6H12O
Source: the Open Molecules 2025 dataset
Level of theory: the ωB97M-V functional and the def2-TZVPD basis

```
19
Properties=species:S:1:pos:R:3:forces:R:3
C -2.42561 0.82755 -0.05689 0.1 0.0 0.1
C -2.18783 -0.63204 0.22400 0.1 -0.1 0.2
O -1.46812 -1.05251 1.09787 -0.3 0.2 -0.4
C 1.35087 1.00775 0.29591 0.1 0.0 0.1
C 1.69289 0.55736 1.49922 0.0 0.0 -0.1
C 1.12192 0.16765 -0.93267 0.0 0.0 0.0
C 1.35630 -1.32841 -0.75104 0.0 0.0 0.0
H -1.68814 1.43613 0.47261 -0.1 -0.1 -0.1
H -3.43531 1.09734 0.27860 0.1 -0.1 0.0
H -2.38379 1.01939 -1.13547 0.0 0.0 0.2
H 0.09337 0.34189 -1.28359 0.1 0.0 0.0
H -2.74042 -1.33724 -0.43404 0.1 0.0 0.1
H 1.22165 2.08258 0.15468 0.0 -0.1 0.0
H 1.83022 -0.50180 1.70135 0.0 0.2 0.0
H 1.84502 1.23508 2.33491 0.0 -0.1 -0.1
H 1.76521 0.55018 -1.73782 -0.1 0.0 0.1
H 1.17715 -1.86289 -1.69023 0.0 0.1 0.1
H 2.38858 -1.52880 -0.44246 -0.1 0.0 0.0
H 0.68562 -1.74181 0.00954 0.1 0.1 -0.1
```
Forces are in eV/Å.

Summary:
Structure (SMILES)   C=CCC.CC=O
E   -8462.9738 eV
Gap between HOMO and LUMO   10.43 eV
ΔE to the lowest compared entry with this formula, charge and spin   31.8 kcal/mol
E_HOMO   -0.346 Ha

***

Formula: C6H12O
Source: the Open Molecules 2025 dataset
Level of theory: the ωB97M-V functional and the def2-TZVPD basis

```
19
Properties=species:S:1:pos:R:3:forces:R:3
C -2.16073 -0.99054 -0.75107 -0.2 0.0 -0.1
C -0.87836 -0.33120 -0.23619 0.0 -0.1 -0.1
C -1.24996 0.83347 0.70334 0.1 0.0 0.1
C -0.03741 -1.53947 0.22103 0.2 0.1 -0.1
O 1.18208 -1.35744 0.62659 -0.3 -0.2 0.1
C 1.80180 -0.10179 1.00090 0.1 0.3 0.2
C 2.31710 0.71505 -0.16670 0.0 0.0 -0.1
H -2.78709 -0.28938 -1.31135 0.0 0.0 0.1
H -1.90840 -1.84338 -1.38609 -0.1 0.1 0.0
H -2.73477 -1.38047 0.09817 0.0 0.1 -0.1
H -0.33274 0.07842 -1.10416 0.0 -0.1 0.1
H -1.60457 0.46314 1.67208 0.1 0.0 -0.1
H -2.07853 1.39562 0.25455 0.1 -0.1 0.1
H -0.44269 1.55099 0.87888 -0.1 -0.2 0.0
H 1.08564 0.44116 1.61706 0.2 0.1 -0.1
H 2.62836 -0.42262 1.63734 0.0 0.1 -0.1
H 1.51512 1.09608 -0.80452 0.1 -0.1 0.1
H 3.00084 0.12370 -0.78260 -0.1 0.1 0.1
H 2.86961 1.57395 0.22848 0.0 -0.1 -0.1
```
Forces are in eV/Å.

Summary:
E   -8460.9019 eV
Gap between HOMO and LUMO   8.48 eV
ΔE to the lowest compared entry with this formula, charge and spin   79.6 kcal/mol
E_HOMO   -0.285 Ha

***

Formula: C6H12O
Source: the Open Molecules 2025 dataset
Level of theory: the ωB97M-V functional and the def2-TZVPD basis

```
19
Properties=species:S:1:pos:R:3:forces:R:3
C -0.77189 1.85675 -0.55284 0.0 0.0 0.0
C -0.57782 0.36931 -0.21515 0.3 0.2 0.1
O -1.80305 -0.34561 -0.41185 -0.1 0.0 -0.2
C 0.55181 -0.30481 -1.02201 0.0 0.0 0.0
C 0.93089 -1.51336 -0.16689 0.0 -0.1 0.0
C 0.97419 -0.90663 1.24065 0.1 0.0 0.0
C -0.19897 0.09151 1.26190 0.0 0.1 0.0
H -1.60629 1.98785 -1.25009 0.1 0.0 0.0
H 0.11920 2.28614 -1.02305 -0.1 -0.1 0.1
H -1.00194 2.44791 0.33864 0.0 -0.1 -0.1
H -2.07899 -0.20115 -1.32626 0.0 -0.1 0.1
H 0.24153 -0.54941 -2.04586 0.0 0.0 0.2
H 1.40883 0.37997 -1.09009 -0.1 -0.1 0.0
H 0.13609 -2.26534 -0.22780 0.1 0.1 0.0
H 1.87381 -1.98435 -0.46197 -0.1 0.1 0.0
H 1.92261 -0.37069 1.37362 -0.1 -0.1 0.0
H 0.90956 -1.65291 2.03805 0.0 0.1 -0.1
H 0.05580 1.01001 1.79945 0.0 -0.1 -0.1
H -1.08536 -0.33519 1.74155 0.1 0.1 0.0
```
Forces are in eV/Å.

Summary:
Structure (SMILES)   CC1(O)CCCC1
E   -8464.2124 eV
Gap between HOMO and LUMO   11.07 eV
ΔE to the lowest compared entry with this formula, charge and spin   3.3 kcal/mol
E_HOMO   -0.371 Ha

***

Formula: C6H12O
Source: the Open Molecules 2025 dataset
Level of theory: the ωB97M-V functional and the def2-TZVPD basis

```
19
Properties=species:S:1:pos:R:3:forces:R:3
C 2.55777 -0.25904 0.28780 0.2 -0.2 0.2
C 1.46994 0.43662 -0.49768 0.1 0.4 -0.3
C 0.16944 0.47897 0.26026 -0.2 -2.0 -0.4
C -1.06038 0.94939 -0.48546 -0.1 0.3 -0.1
C -2.18795 0.08229 0.07129 -0.2 0.4 0.0
C -1.49238 -1.22993 0.27147 -0.8 -1.8 0.5
O -0.13627 -1.04664 0.37752 2.1 3.2 0.5
H 2.74958 0.27246 1.22238 0.1 0.0 0.0
H 2.24239 -1.27126 0.53134 0.1 0.0 0.0
H 3.48450 -0.31924 -0.28631 0.0 0.1 0.1
H 1.79363 1.44625 -0.74862 0.0 0.2 -0.1
H 1.30751 -0.09947 -1.43702 -0.1 0.1 0.0
H 0.29816 1.04547 1.21563 -0.2 -1.0 -0.2
H -1.26549 2.00977 -0.34210 0.1 0.1 -0.1
H -0.93112 0.75356 -1.55539 0.0 0.1 0.1
H -3.04141 0.00964 -0.60586 0.0 0.1 0.1
H -2.53755 0.45114 1.04076 0.0 0.2 -0.2
H -1.75821 -1.74040 1.18924 -0.8 -0.1 0.4
H -1.66217 -1.96959 -0.50923 -0.3 0.1 -0.5
```
Forces are in eV/Å.

Summary:
Structure (SMILES)   CC[C@H]1CCCO1
E   -8463.4912 eV
Gap between HOMO and LUMO   10.49 eV
ΔE to the lowest compared entry with this formula, charge and spin   19.9 kcal/mol
E_HOMO   -0.342 Ha

***

Formula: C6H12O
Source: the Open Molecules 2025 dataset
Level of theory: the ωB97M-V functional and the def2-TZVPD basis

```
19
Properties=species:S:1:pos:R:3:forces:R:3
C -1.32542 1.51965 1.22643 0.1 -0.1 0.0
C -0.58628 0.41148 1.30757 -0.3 0.1 -0.2
O 0.56408 0.31167 2.03371 0.0 0.2 0.1
C -0.90650 -0.88892 0.62765 0.0 0.0 0.0
C 0.21946 -1.43893 -0.26041 0.1 0.0 0.0
C 0.49816 -0.63801 -1.53858 0.0 0.0 -0.1
C 1.22413 0.69245 -1.32321 0.0 0.1 0.0
H -1.05209 2.43585 1.74375 0.0 -0.1 0.0
H -2.22431 1.53890 0.62199 0.1 -0.1 0.1
H 0.60537 1.40499 -0.77089 0.1 -0.1 -0.1
H 0.74815 1.16909 2.43962 0.0 -0.1 0.0
H -1.12198 -1.62800 1.41043 0.0 0.1 -0.1
H -1.82252 -0.76549 0.03823 0.1 0.0 0.1
H 1.13952 -1.51331 0.33270 -0.1 0.0 -0.1
H -0.05117 -2.46448 -0.54276 0.0 0.2 0.1
H -0.45014 -0.45781 -2.06659 0.1 0.0 0.1
H 1.10314 -1.26322 -2.20942 -0.1 0.1 0.1
H 1.47792 1.15288 -2.28455 0.0 -0.1 0.1
H 2.15325 0.54588 -0.75921 -0.1 0.0 -0.1
```
Forces are in eV/Å.

Summary:
Structure (SMILES)   C=C(O)CCCC
E   -8463.6862 eV
Gap between HOMO and LUMO   9.73 eV
ΔE to the lowest compared entry with this formula, charge and spin   15.4 kcal/mol
E_HOMO   -0.324 Ha

***

Formula: C6H12O
Source: the Open Molecules 2025 dataset
Level of theory: the ωB97M-V functional and the def2-TZVPD basis

```
19
Properties=species:S:1:pos:R:3:forces:R:3
C -0.41929 1.44658 1.26960 -1.7 -0.7 -0.8
C -0.70806 2.74216 1.36350 0.7 -0.4 0.0
C -0.23364 0.60421 -0.02343 1.1 2.4 1.7
C 0.72859 -0.51849 0.28973 -1.8 -2.6 0.4
C 1.32533 -0.81202 1.46711 0.2 2.2 -2.1
C 1.76135 -2.18683 1.83114 0.8 -0.2 -1.0
H -0.74256 0.78267 2.07270 1.0 0.3 0.6
H -0.74819 3.23197 2.33500 -0.6 -0.1 -0.3
H -0.82457 3.32035 0.46004 0.5 0.5 0.0
H -1.27686 0.35029 -0.25070 0.5 -0.8 -0.5
H 0.18587 1.27769 -0.78231 -0.4 -0.2 -0.2
H 0.53835 -1.41408 -0.32392 0.2 0.3 -0.1
H 1.61542 0.12748 1.94650 -0.1 -0.7 1.1
H 2.43900 -2.60202 1.06112 -0.1 0.3 0.2
H 2.33151 -2.22604 2.75350 -0.4 -0.2 0.3
H 0.88789 -2.83915 1.75561 0.2 -0.1 0.7
H -2.50394 -0.23398 -5.04357 0.3 -0.8 0.1
H -2.23867 -0.22469 -6.46215 0.3 -0.4 -0.6
O -2.11753 -0.82609 -5.71948 -0.6 1.2 0.5
```
Forces are in eV/Å.

Summary:
Structure (SMILES)   C=CC/C=C/C.O
E   -8461.4980 eV
Gap between HOMO and LUMO   9.66 eV
ΔE to the lowest compared entry with this formula, charge and spin   65.9 kcal/mol
E_HOMO   -0.326 Ha

***

Formula: C6H12O
Source: the Open Molecules 2025 dataset
Level of theory: the ωB97M-V functional and the def2-TZVPD basis

```
19
Properties=species:S:1:pos:R:3:forces:R:3
C 2.30348 -0.15665 0.05187 0.0 0.0 0.0
C 1.39553 0.65470 -0.87179 0.0 0.0 -0.1
C 0.12728 1.17786 -0.15974 0.0 0.0 0.0
C -1.14803 0.88679 -0.90655 -0.1 0.0 0.0
C -2.31369 0.57441 -0.34340 0.1 0.1 -0.1
C -1.11390 -2.08770 0.68827 0.2 0.1 0.3
O -0.34277 -1.85671 1.58706 -0.4 -0.1 -0.4
H 2.62578 0.43489 0.91681 -0.1 0.0 -0.1
H 1.77535 -1.03137 0.44130 0.1 0.1 0.0
H 3.20148 -0.49592 -0.47276 -0.1 0.0 0.0
H 1.95447 1.49674 -1.29791 -0.1 -0.1 0.1
H 1.10588 0.02805 -1.72821 0.0 0.1 0.2
H 0.05616 0.74290 0.84379 0.0 0.1 -0.1
H 0.20741 2.26412 -0.01803 0.0 -0.1 0.0
H -1.08899 0.94710 -1.99552 0.0 0.0 0.1
H -3.20494 0.38921 -0.93854 0.2 0.0 0.1
H -2.42469 0.52008 0.73880 0.1 0.0 -0.1
H -2.20399 -2.18608 0.86111 0.1 0.0 0.0
H -0.78229 -2.21942 -0.35936 0.0 0.0 0.1
```
Forces are in eV/Å.

Summary:
Structure (SMILES)   C=CCCC.C=O
E   -8462.5099 eV
Gap between HOMO and LUMO   10.67 eV
ΔE to the lowest compared entry with this formula, charge and spin   42.5 kcal/mol
E_HOMO   -0.358 Ha

***

Formula: C6H12O
Source: the Open Molecules 2025 dataset
Level of theory: the ωB97M-V functional and the def2-TZVPD basis

```
19
Properties=species:S:1:pos:R:3:forces:R:3
C 2.53304 0.65110 0.10818 0.2 0.0 -0.2
O 1.47480 0.55681 1.02834 -0.1 0.0 0.0
C 0.57105 -0.50690 0.81311 -0.1 -0.3 0.0
C -0.68914 -0.13288 0.00863 0.0 0.1 0.0
C -0.86159 1.35129 -0.22893 -0.1 0.0 0.0
C -1.21896 -1.07398 -1.04531 0.1 0.0 -0.2
C -1.89922 -0.98155 0.29121 -0.1 0.0 0.2
H 2.18491 0.81512 -0.92252 0.0 0.0 0.1
H 3.16386 -0.25264 0.12867 -0.1 0.1 0.0
H 3.14302 1.50730 0.41195 -0.1 -0.1 -0.1
H 1.07826 -1.35142 0.32114 0.0 0.1 0.1
H 0.26825 -0.82599 1.81842 0.0 0.0 -0.2
H -0.09074 1.72362 -0.91456 -0.1 0.0 0.1
H -0.76983 1.91043 0.70641 -0.1 0.0 -0.1
H -1.83959 1.56458 -0.67526 0.1 -0.1 0.1
H -0.67244 -1.98607 -1.27893 0.0 0.2 0.1
H -1.73411 -0.63848 -1.89978 0.1 0.0 0.2
H -1.76532 -1.82122 0.97253 0.0 0.2 -0.1
H -2.87625 -0.50911 0.35669 0.2 0.0 -0.1
```
Forces are in eV/Å.

Summary:
Structure (SMILES)   COCC1(C)CC1
E   -8462.6306 eV
Gap between HOMO and LUMO   10.73 eV
ΔE to the lowest compared entry with this formula, charge and spin   39.7 kcal/mol
E_HOMO   -0.356 Ha